The following is a DFT calculation (ωB97M-V with the def2-TZVPD basis set) of 2 unconnected molecules or ions with the total composition C3H2NO6S in a non-equilibrium geometry.

Charge   -1
HOMO energy   -0.179 hartree
LUMO energy   3.5 eV
Gap between HOMO and LUMO   0.3092 hartree
Energy relative to the best compared isomer or geometry (same formula, charge and spin)   98.4 kcal per mole
Strongest force on any atom   0.0385 hartree/bohr

```
13
Properties=species:S:1:pos:R:3:forces:R:3
C 1.737 1.204 0.844 0.62 -0.04 0.42
C -1.153 0.588 -0.230 0.65 -0.47 0.07
C -0.094 -0.428 0.291 -0.27 1.33 -1.44
N -0.482 -1.629 0.781 0.11 -1.19 1.04
O 2.588 0.434 0.773 1.04 -0.85 -0.10
O 1.042 2.103 1.032 -0.95 1.23 0.24
O -1.529 -1.676 1.454 0.00 -0.02 -0.23
O 0.266 -2.609 0.656 -0.17 0.02 -0.24
O -0.365 -0.795 -2.458 0.18 -0.17 0.39
O 1.137 0.998 -1.664 0.07 -0.34 0.07
S 0.108 0.020 -1.354 -1.34 0.52 0.21
H -2.164 0.212 -0.323 -0.05 -0.19 -0.36
H -1.091 1.578 0.199 0.08 0.20 -0.07
```
Forces are in eV/Å.

***

The following is a DFT calculation (ωB97M-V with the def2-TZVPD basis set) of a molecular structure, C3H2NOS2 in a non-equilibrium geometry.

Charge   -1
HOMO energy (spin up / spin down)   -0.097 / -0.097 hartree
LUMO energy (spin up / spin down)   3.2 / 3.2 eV
Gap between HOMO and LUMO (spin up / spin down)   0.2156 / 0.2156 hartree
Energy relative to the best compared isomer or geometry (same formula, charge and spin)   70.2 kcal per mole
Strongest force on any atom   0.1086 hartree/bohr

```
9
Properties=species:S:1:pos:R:3:forces:R:3
C -0.772 0.130 -0.947 -1.78 -1.36 1.27
C 0.324 -1.665 -0.080 3.99 3.76 1.08
C 1.437 -0.105 0.380 -2.29 -2.47 1.77
N -0.721 -1.210 -0.718 -2.26 2.08 -2.85
O 0.777 -2.691 0.291 -0.64 -1.48 0.19
S 2.958 0.250 -0.345 0.24 0.00 -0.01
S 0.134 1.164 0.047 0.41 0.14 -0.86
H -1.613 0.623 -1.592 1.70 -1.36 1.04
H 1.340 -0.348 1.514 0.62 0.69 -1.63
```
Forces are in eV/Å.